1.
Computed, not measured: C17H18BBrN6O2Pd as an isolated structure in a non-equilibrium geometry, with ωB97M-V with the def2-TZVPD basis set.

Structure (XYZ):
```
46
Properties=species:S:1:pos:R:3
C 2.5253 -0.4885 -0.6810
N 1.2904 -0.5135 -1.2116
N 1.3920 -0.3275 -2.5750
C 2.6995 -0.2385 -2.8965
C 3.4470 -0.3211 -1.7289
B 0.1170 -0.1547 -3.4596
N -0.8197 -1.3656 -3.1625
N -1.1436 -1.7473 -1.8691
C -2.0247 -2.7628 -1.9418
C -2.1923 -3.1138 -3.2899
C -1.4080 -2.2281 -4.0184
Pd -0.4029 -0.9957 -0.0805
N -0.5468 1.1742 -2.9667
N -0.8318 1.2509 -1.6301
C -1.2907 2.4625 -1.3707
C -1.3180 3.2167 -2.5647
C -0.8282 2.3627 -3.5530
H -1.5661 2.7390 -0.3613
H -0.6522 2.4976 -4.6085
H -1.6456 4.2339 -2.6640
H 0.4011 -0.0936 -4.6132
H -1.2142 -2.1591 -5.0828
H 3.0094 -0.1416 -3.9254
H -2.8021 -3.9139 -3.6599
H 4.5033 -0.2766 -1.6065
H -2.4812 -3.1716 -1.0542
H 2.6740 -0.6122 0.3722
H -2.3542 -0.3504 0.4772
C -2.0803 -1.3188 0.9244
H -2.8521 -2.0105 0.5951
H -1.1053 -1.9811 0.8125
H -2.1007 -1.1351 1.9988
Br 0.7995 3.2559 2.5708
C 0.7829 1.9376 3.9187
C 0.8343 2.3141 5.2695
C 0.9009 1.3395 6.2763
C 0.9130 -0.0180 5.9369
C 0.8460 -0.3944 4.5976
C 0.7612 0.5684 3.5859
C 0.7333 0.0559 2.1658
O 1.3471 -1.0296 1.9420
O 0.0501 0.6753 1.2677
H 0.8282 3.3690 5.5294
H 0.9486 1.6454 7.3208
H 0.9804 -0.7895 6.7053
H 0.8763 -1.4455 4.3089
```

Calculated values
spin multiplicity	5
HOMO-LUMO gap (alpha / beta)	7.0 / 3.9	eV
net charge	+4
HOMO (alpha / beta)	-0.76075 / -0.75889	Eh
E	-105104.777	eV

=====

2.
Computed, not measured: C9H22ClO10S2V as an isolated structure in a non-equilibrium geometry, with ωB97M-V with the def2-TZVPD basis set.

Structure (XYZ):
```
45
Properties=species:S:1:pos:R:3
O -27.8175 26.1015 8.9135
V -26.9756 27.3790 8.4487
Cl -23.8949 26.0493 8.3761
O -24.7105 30.2585 8.4650
S -23.5453 31.1610 8.5892
O -23.5405 32.5184 8.0294
O -23.2099 31.1826 10.2020
C -22.0654 31.8889 10.7234
C -22.0223 31.5572 12.2330
C -21.9683 30.2809 8.0157
H -22.2959 32.9443 10.5776
H -21.0965 31.6729 10.2734
H -22.9559 31.9442 12.6413
H -21.2015 32.0245 12.7769
H -22.0518 30.4791 12.3912
H -22.1757 29.7367 7.0943
H -21.7370 29.5925 8.8285
H -21.1818 31.0201 7.8636
O -26.8870 21.1283 4.2553
S -26.1983 21.8354 5.3443
O -26.9044 22.6933 6.2600
O -25.3692 20.7093 6.2066
C -24.8733 21.2244 7.4505
C -24.1169 19.9344 8.0154
C -24.7655 22.7878 4.6212
H -25.7168 21.5289 8.0701
H -24.1852 22.0626 7.5611
H -24.8572 19.1468 8.1555
H -23.7923 20.1335 9.0367
H -23.3336 19.4863 7.4040
H -24.1647 23.2413 5.4095
H -25.2296 23.5880 4.0445
H -24.1894 22.1634 3.9384
C -20.1041 22.9090 5.8513
O -19.3397 21.6927 5.9006
C -18.2881 21.5632 5.0463
O -17.9155 22.4925 4.3066
O -17.7411 20.3244 5.2478
C -16.6244 19.9143 4.5108
H -20.9623 22.7382 6.5012
H -20.4490 23.1667 4.8499
H -19.5943 23.7320 6.3522
H -16.0683 20.7870 4.1684
H -16.9365 19.3132 3.6568
H -16.1433 19.3047 5.2758
```

Calculated values
spin multiplicity	2
HOMO-LUMO gap (alpha / beta)	3.1 / 3.4	eV
net charge	+1
HOMO (alpha / beta)	-0.45295 / -0.45295	Eh
E	-90030.239	eV

=====

3.
Computed, not measured: C30H26N9O4OsPS as an isolated structure, with ωB97M-V with the def2-TZVPD basis set.

Structure (XYZ):
```
72
Properties=species:S:1:pos:R:3
Os -0.0226 -0.0891 -0.0645
N 4.9217 5.0506 2.4831
C 4.0095 4.4609 1.7246
C 4.2756 3.1800 1.1561
C 3.3449 2.5958 0.3466
C 2.1303 3.2488 0.0942
C 1.8441 4.5087 0.6615
C 2.7629 5.1107 1.4660
S 0.9796 2.5336 -1.0888
O 1.5981 1.2595 -1.4595
O 0.8182 3.5412 -2.0821
N -0.3297 2.0563 -0.3202
C -1.4554 2.9049 -0.1978
N -2.6349 2.3000 -0.2124
C -3.7022 3.0912 -0.1013
C -3.5958 4.4657 0.0017
C -2.3121 4.9802 0.0390
N -1.2337 4.2029 -0.0375
H 5.8149 4.6166 2.6714
H 4.7631 5.9633 2.8870
H 5.2158 2.6870 1.3685
H 3.5415 1.6346 -0.0996
H 0.8942 4.9722 0.4293
H 2.5786 6.0839 1.9030
H -4.6688 2.6004 -0.1079
H -4.4652 5.1021 0.0662
H -2.1336 6.0440 0.1409
O 3.8472 -0.5840 1.1193
C 2.7786 -0.7690 0.6004
O 1.6917 -0.0937 0.9721
C 2.5937 -1.7712 -0.5370
P 0.8342 -2.1589 -0.7560
C 0.5238 -2.6858 -2.4399
C 0.5193 -1.7055 -3.4357
C 0.3271 -2.0696 -4.7579
C 0.1380 -3.4073 -5.0863
C 0.1484 -4.3818 -4.0985
C 0.3448 -4.0268 -2.7720
C 0.3416 -3.4376 0.4074
C -0.9592 -3.9443 0.3514
C -1.3773 -4.8798 1.2810
C -0.5066 -5.3071 2.2772
C 0.7819 -4.7992 2.3432
C 1.2092 -3.8630 1.4117
H 3.2548 -2.6275 -0.4141
H 2.8855 -1.2630 -1.4621
H 0.6795 -0.6609 -3.1825
H 0.3290 -1.3136 -5.5313
H -0.0132 -3.6910 -6.1191
H 0.0092 -5.4215 -4.3611
H 0.3590 -4.7909 -2.0053
H -1.6408 -3.6297 -0.4318
H -2.3788 -5.2848 1.2252
H -0.8343 -6.0442 2.9979
H 1.4616 -5.1363 3.1137
H 2.2197 -3.4803 1.4772
N -1.9473 0.5096 3.8918
C -0.7647 0.4836 3.2757
N -0.9563 0.0956 2.0304
C -2.3030 -0.0896 1.9444
N -2.9426 0.1511 3.0600
C -2.8995 -0.5102 0.6800
C -4.2479 -0.8005 0.5299
N -4.7633 -1.1337 -0.6440
C -3.9310 -1.2054 -1.6740
C -2.5711 -0.9604 -1.5445
N -2.0588 -0.6005 -0.3650
H -2.1514 0.7391 4.8532
H 0.1785 0.7135 3.7426
H -4.9121 -0.7483 1.3837
H -4.3452 -1.4734 -2.6375
H -1.8910 -1.0477 -2.3812
```

Calculated values
spin multiplicity	5
HOMO-LUMO gap (alpha / beta)	8.1 / 5.4	eV
net charge	+2
HOMO (alpha / beta)	-0.50091 / -0.51048	Eh
E	-75709.785	eV

=====

4.
Computed, not measured: a 2-piece molecular cluster, C6H15Cl3NSi overall in a non-equilibrium geometry, with ωB97M-V with the def2-TZVPD basis set.

Structure (XYZ):
```
26
Properties=species:S:1:pos:R:3
C 1.6341 1.2418 -0.2544
C -0.9742 -0.9090 -2.5803
C -2.1131 1.0900 1.5028
C 0.1635 1.2905 -0.5023
C -1.5461 -0.2557 -1.2191
C -1.0473 0.1650 1.1769
N -0.5093 0.0188 -0.1874
Si 3.4809 -2.0909 2.0132
Cl 4.4433 -3.6805 1.1836
Cl 1.6448 -1.9752 1.0628
Cl 3.2531 -2.3815 3.9720
H 1.9823 0.3067 -0.5303
H 2.1794 1.8355 -0.8906
H 1.9801 1.3344 0.7290
H -1.7493 -0.9876 -3.3121
H -0.2394 -0.2959 -3.0445
H -0.5032 -1.8304 -2.2234
H -2.9511 1.0820 0.7824
H -1.6624 2.1063 1.4961
H -2.4500 1.0336 2.4753
H 0.0219 1.6270 -1.4672
H -0.4501 2.0218 0.1633
H -2.3305 -0.9126 -0.6866
H -2.0646 0.7248 -1.4957
H -0.3346 0.1779 1.9898
H 0.1420 -0.7369 -0.1532
```

Calculated values
spin multiplicity	1
HOMO-LUMO gap (alpha / beta)	8.3 / 7.4	eV
net charge	+1
HOMO (alpha / beta)	-0.48048 / -0.42964	Eh
E	-53393.716	eV

=====

5.
Computed, not measured: a 7-piece molecular cluster, C29H59Cl12N4O5P2 overall in a non-equilibrium geometry, with ωB97M-V with the def2-TZVPD basis set.

Structure (XYZ):
```
111
Properties=species:S:1:pos:R:3
C -3.9062 -3.1156 -0.1993
C -2.4169 -2.8604 -0.4896
C -1.4606 -3.3405 0.6587
C -0.9195 -2.1500 1.3471
N 0.2003 -1.6166 0.9986
N 1.0371 -2.1875 0.0442
C 1.3129 -1.5518 -1.0508
C 2.7236 -1.5701 -1.5370
C 0.3154 -0.8604 -1.9454
C 0.5466 -0.3343 1.7595
C 0.0106 0.7716 0.8346
C -0.1918 2.1759 1.3943
C -0.3518 3.1531 0.2322
O -1.7172 3.0658 -0.1666
C -1.9612 3.5891 -1.4567
C 2.0702 -0.3339 2.0031
C 2.8051 0.9964 1.8803
O 2.8234 1.5635 0.8123
N 3.5351 1.4831 3.0060
C 4.9547 1.6868 2.6272
C 2.9916 2.7627 3.4677
C -0.2620 -0.7104 3.0566
P -0.3146 0.3677 4.5256
O -0.9970 -0.2735 5.6554
O 1.2089 0.6663 4.9033
O -0.9525 1.7714 4.1705
C -1.5754 -1.4245 2.5215
N -2.6818 -0.6109 2.1063
C -3.6060 -0.1581 3.1546
C -4.6930 0.6898 2.4844
P -1.9917 -2.7039 3.8739
C -3.5667 -3.5439 3.3876
C -0.7293 -4.0425 3.7715
C -0.8509 -4.9004 5.0444
H -4.4186 -3.3014 -1.1438
H -4.3787 -2.2350 0.2332
H -4.0522 -3.9750 0.4519
H -2.1324 -3.3060 -1.4409
H -2.3176 -1.7765 -0.5903
H -0.6566 -3.9613 0.2646
H -2.0528 -3.9422 1.3393
H 3.0227 -0.5359 -1.7206
H 2.8326 -2.1382 -2.4658
H 3.3888 -2.0221 -0.8051
H -0.2044 -0.0295 -1.4827
H 0.8470 -0.4675 -2.8094
H -0.3788 -1.6145 -2.3191
H 0.7386 0.8499 0.0249
H -0.9023 0.4038 0.3686
H -1.1623 2.1970 1.8892
H 0.5793 2.4971 2.0867
H -0.1066 4.1747 0.5385
H 0.2664 2.8662 -0.6258
H -2.8685 3.1229 -1.8407
H -1.1483 3.3687 -2.1549
H -2.1372 4.6688 -1.4334
H 2.5587 -0.9732 1.2677
H 2.3025 -0.7687 2.9727
H 5.3133 0.9373 1.9275
H 5.5423 1.6835 3.5405
H 5.0736 2.6855 2.1915
H 3.6017 3.1504 4.2798
H 1.9756 2.6475 3.8405
H 2.9531 3.4927 2.6478
H 0.3436 -1.5413 3.4371
H 1.6160 -0.1331 5.2629
H -1.3151 2.1658 4.9781
H -2.3693 0.2201 1.6181
H -4.0984 -0.9876 3.6574
H -3.1324 0.4631 3.9187
H -4.2718 1.4703 1.8459
H -5.3220 0.0315 1.8814
H -5.3376 1.1018 3.2609
H -4.1996 -3.5163 4.2740
H -3.4255 -4.5817 3.0856
H -4.0810 -2.9643 2.6225
H 0.2953 -3.6724 3.6802
H -0.8723 -4.7171 2.9214
H -0.0844 -5.6741 5.0113
H -0.7518 -4.2962 5.9432
H -1.8118 -5.4166 5.0477
C 8.9218 1.2267 4.1264
Cl 8.1908 2.3906 3.0119
Cl 7.7354 0.0868 4.7758
H 9.6786 0.6674 3.5903
H 9.3620 1.7728 4.9517
C 0.9701 0.7765 -5.5257
Cl 0.7789 1.9475 -4.2051
Cl 2.6539 0.2812 -5.7049
H 0.3740 -0.1000 -5.2957
H 0.6321 1.2302 -6.4506
C 6.2880 -0.0810 -4.7265
Cl 5.8437 0.0810 -6.4275
Cl 6.5872 -1.7625 -4.2672
H 7.1892 0.4930 -4.5487
H 5.4697 0.2974 -4.1243
C -0.1371 2.4491 -9.2513
Cl -0.8456 1.0366 -8.4391
Cl 1.6256 2.4175 -9.1747
H -0.4519 2.4317 -10.2881
H -0.4907 3.3428 -8.7513
C -6.7369 3.5235 0.4052
Cl -4.9946 3.2053 0.3600
Cl -7.6798 2.0510 0.6572
H -6.9374 4.2074 1.2209
H -7.0287 3.9610 -0.5416
C -2.3852 -0.0581 -11.8169
Cl -2.0401 -1.1247 -13.1772
Cl -1.9942 1.6324 -12.1836
H -3.4417 -0.1185 -11.5854
H -1.7876 -0.3695 -10.9687
```

Calculated values
spin multiplicity	1
HOMO-LUMO gap	7.8	eV
net charge	+1
HOMO	-0.38814	Eh
E	-216068.514	eV